Entry 1:
Computed, not measured: a cluster of 2 separate species, C8H15N4 in total, with the ωB97M-V functional and the def2-TZVPD basis.

The HOMO energy is -11.79 eV. As for the net charge: +1. Its calculated total energy is -532.511495 Eh. The spin multiplicity is 1. The value obtained for the energy relative to the best compared isomer or geometry (same formula, charge and spin) is 214.0 kJ/mol. The HOMO-LUMO gap is 8.744 eV.

Last column: Mulliken charge in e.
CARTESIAN COORDINATES (ANGSTROEM)
C -0.37 -1.36 -0.77  -0.791
C -1.51 -1.73 0.13  -0.599
C -2.04 0.64 0.15  0.489
C 1.99 -0.73 1.44  -0.562
C 2.75 -0.42 0.19  -0.557
C -0.30 -0.11 -1.31  0.180
C 1.61 0.43 0.66  0.771
C 0.88 1.53 0.56  -1.051
N -2.35 -0.60 0.51  -0.129
N -1.26 0.86 -0.96  -0.116
N -2.66 1.75 0.66  -0.418
N 0.41 0.21 -2.49  -0.469
H 0.43 -2.14 -0.71  0.446
H -2.19 -2.49 -0.28  0.329
H 1.32 -1.56 1.50  0.112
H 2.56 -0.64 2.35  0.267
H 3.73 -0.02 0.19  0.295
H 2.78 -1.01 -0.82  0.123
H -1.15 -2.44 0.97  0.314
H 0.82 2.03 -0.36  0.424
H 0.22 1.93 1.24  0.310
H -2.98 -0.76 1.29  0.247
H -1.02 1.82 -1.25  0.396
H -3.09 1.70 1.53  0.204
H -2.43 2.66 0.29  0.206
H 0.90 -0.59 -2.76  0.317
H 1.04 1.07 -2.50  0.262


Entry 2:
Computed, not measured: an isolated molecule of C8H15NO, with the ωB97M-V functional and the def2-TZVPD basis.

The HOMO energy is -9.21 eV. Its calculated total energy is -443.684597 Eh. The spin multiplicity is 1. As for the SMILES: CC[C@H]1CCCCNC1=O. The value obtained for the energy relative to the best compared isomer or geometry (same formula, charge and spin) is 411.1 kJ/mol. The HOMO-LUMO gap is 10.115 eV.

Last column: Mulliken charge in e.
CARTESIAN COORDINATES (ANGSTROEM)
C 3.32 -0.24 0.11  -1.177
C 2.06 0.49 0.54  -0.651
C 0.87 0.24 -0.48  0.226
C 0.42 -1.38 -0.42  -0.787
C -1.04 -0.96 -0.14  -0.835
C -2.55 -1.08 0.05  -0.617
C -2.75 0.47 0.37  -0.536
N -1.64 1.39 -0.16  -0.265
C -0.20 1.43 -0.25  -0.064
O 0.25 2.55 -0.27  -0.622
H 3.73 0.02 -0.85  0.327
H 4.09 -0.15 0.87  0.372
H 3.04 -1.29 0.05  0.304
H 1.80 0.10 1.55  0.207
H 2.20 1.56 0.64  0.430
H 1.20 0.41 -1.49  0.591
H 0.55 -1.84 -1.39  0.271
H 0.97 -1.93 0.35  0.433
H -0.85 -0.26 0.67  0.312
H -1.15 -0.38 -1.02  0.528
H -3.05 -1.31 -0.89  0.305
H -2.91 -1.69 0.87  0.318
H -2.71 0.57 1.47  0.276
H -3.70 0.90 0.03  0.377
H -1.93 2.36 -0.20  0.276


Entry 3:
Computed, not measured: a structure of composition C8H15NO, with the ωB97M-V functional and the def2-TZVPD basis.

The HOMO energy is -9.68 eV. Its calculated total energy is -443.720417 Eh. The spin multiplicity is 1. The value obtained for the energy relative to the best compared isomer or geometry (same formula, charge and spin) is 317.1 kJ/mol. The HOMO-LUMO gap is 10.222 eV.

Last column: Mulliken charge in e.
CARTESIAN COORDINATES (ANGSTROEM)
C 2.25 2.23 0.30  -1.526
C 2.29 1.12 -0.73  0.143
C 2.94 -0.24 -0.36  -0.730
C 1.84 -0.95 -1.17  -0.832
C 0.99 0.35 -1.11  0.099
C -0.09 0.33 -0.04  -0.994
C -1.29 -0.51 -0.45  -0.219
C -2.47 -0.45 0.49  0.253
N -2.37 -0.62 1.79  -0.661
H 1.86 1.87 1.27  0.295
H 3.26 2.63 0.48  0.420
H 1.62 3.06 -0.03  0.331
H 2.75 1.50 -1.65  0.341
H 3.98 -0.40 -0.66  0.356
H 2.85 -0.45 0.72  0.238
H 2.16 -1.18 -2.20  0.303
H 1.39 -1.86 -0.74  0.295
H 0.54 0.66 -2.06  0.453
H 0.34 -0.06 0.90  0.387
H -0.41 1.37 0.17  0.404
H -1.67 -0.21 -1.44  0.260
H -0.99 -1.57 -0.55  0.248
O -3.48 -1.22 0.14  -0.608
H -1.62 -0.07 2.19  0.197
H -3.57 -1.52 1.38  0.549


Entry 4:
Computed, not measured: an isolated molecule of C8H15NO5S, with the ωB97M-V functional and the def2-TZVPD basis.

The HOMO energy is -9.66 eV. Its calculated total energy is -1142.829745 Eh. The spin multiplicity is 1. As for the SMILES: C=CC(=O)O[C@](C)([N+](C)(C)C)S(=O)(=O)[O-]. The value obtained for the energy relative to the best compared isomer or geometry (same formula, charge and spin) is 293.4 kJ/mol. The HOMO-LUMO gap is 10.040 eV.

Last column: Mulliken charge in e.
CARTESIAN COORDINATES (ANGSTROEM)
C 4.47 -1.30 0.42  -0.776
C 3.16 -1.55 0.43  -0.514
C 2.18 -0.87 -0.35  1.102
O 2.18 -0.83 -1.56  -0.506
O 1.06 -0.56 0.51  -0.373
C 0.28 0.54 0.49  0.398
C -0.08 0.83 1.87  -1.529
N -0.99 0.26 -0.42  0.116
C -0.58 0.07 -1.85  -0.992
C -1.90 1.38 -0.23  -0.863
C -1.63 -0.98 -0.08  -0.696
S 1.31 1.98 -0.14  1.311
O 0.83 3.00 0.76  -0.710
O 0.79 2.15 -1.53  -0.758
O 2.66 1.56 -0.03  -0.618
H 5.15 -1.73 1.09  0.335
H 4.94 -0.71 -0.37  0.264
H 2.77 -2.06 1.38  0.211
H -0.89 0.08 2.26  0.212
H 0.83 0.57 2.35  0.598
H -0.15 1.94 2.10  0.468
H 0.10 -0.81 -1.94  0.430
H -1.51 -0.14 -2.37  0.511
H 0.02 0.87 -2.17  0.359
H -2.70 1.13 -1.02  0.443
H -2.01 1.57 0.84  0.327
H -1.25 2.13 -0.76  0.348
H -1.18 -1.77 -0.71  0.321
H -1.43 -1.35 1.01  0.269
H -2.73 -0.89 -0.18  0.314


Entry 5:
Computed, not measured: an isolated molecule of C8H15NO6S, with the ωB97M-V functional and the def2-TZVPD basis.

The HOMO energy is -10.19 eV. Its calculated total energy is -1218.188134 Eh. The spin multiplicity is 1. As for the SMILES: NCC[C@]1(CCCS(=O)(=O)O)COC(=O)O1. The HOMO-LUMO gap is 10.212 eV.

Last column: Mulliken charge in e.
CARTESIAN COORDINATES (ANGSTROEM)
N -2.37 -1.63 0.62  -0.731
C -1.91 -0.82 -0.55  -0.840
C -0.61 -1.43 -1.14  -1.095
C 0.53 -0.42 -1.39  1.188
C 0.95 0.53 -0.24  -0.922
C 0.95 -0.10 1.19  -0.745
C -0.17 0.39 2.12  -0.893
S -0.09 2.12 2.58  1.222
O -0.03 3.00 1.47  -0.600
O -1.26 2.37 3.35  -0.631
O 1.17 2.29 3.58  -0.452
C 0.11 0.45 -2.58  -0.712
O 1.38 0.64 -3.24  -0.371
C 2.17 -0.39 -2.92  0.425
O 3.18 -0.68 -3.38  -0.454
O 1.61 -1.18 -1.92  -0.511
H -1.56 -1.75 1.23  0.244
H -2.53 -2.56 0.24  0.303
H -1.78 0.22 -0.24  0.431
H -2.74 -0.83 -1.26  0.429
H -0.87 -1.87 -2.11  0.524
H -0.21 -2.24 -0.52  0.578
H 0.37 1.44 -0.33  0.651
H 1.99 0.81 -0.45  0.368
H 1.94 0.01 1.63  0.464
H 0.81 -1.18 1.06  0.348
H -1.19 0.21 1.77  0.217
H -0.08 -0.18 3.05  0.403
H 1.21 1.46 4.08  0.381
H -0.50 -0.06 -3.33  0.371
H -0.47 1.35 -2.37  0.410


Entry 6:
Computed, not measured: the ion C8H15O5 with charge -1, with the ωB97M-V functional and the def2-TZVPD basis.

The HOMO energy is -4.13 eV. As for the net charge: -1. Its calculated total energy is -690.032806 Eh. The spin multiplicity is 1. As for the SMILES: CCOCCOCCOCC(=O)[O-]. The HOMO-LUMO gap is 7.459 eV.

Last column: Mulliken charge in e.
CARTESIAN COORDINATES (ANGSTROEM)
C 2.96 -0.94 0.35  -1.230
C 2.13 0.02 -0.49  -0.181
O 1.50 0.95 0.39  -0.375
C 1.01 2.13 -0.22  -0.709
C -0.48 2.21 0.05  -0.456
O -1.07 1.25 -0.79  -0.300
C -2.40 0.87 -0.47  -0.601
C -2.49 -0.08 0.71  -0.508
O -2.27 -1.42 0.32  -0.392
C -0.89 -1.78 0.44  0.613
C -0.38 -2.79 -0.60  0.332
O -1.18 -3.59 -1.09  -0.753
O 0.86 -2.70 -0.75  -0.637
H 3.95 -0.54 0.57  0.393
H 2.44 -1.08 1.30  0.241
H 3.04 -1.91 -0.14  0.311
H 2.75 0.55 -1.22  0.465
H 1.38 -0.56 -1.03  0.261
H 1.18 2.11 -1.30  0.352
H 1.52 3.00 0.21  0.375
H -0.62 1.93 1.10  0.249
H -0.90 3.21 -0.11  0.419
H -3.03 1.77 -0.31  0.379
H -2.77 0.34 -1.35  0.342
H -1.76 0.19 1.48  0.302
H -3.50 -0.02 1.14  0.395
H -0.73 -2.21 1.44  0.135
H -0.26 -0.90 0.36  -0.423